Entry 1:
{
  "formula": "C4H6O2S",
  "method": "ωB97M-V/def2-TZVPD",
  "orbital_gap_ev": 8.05,
  "e_above_lowest_kj_mol": 265.2,
  "energy_ha": -704.57853,
  "homo_energy_ev": -8.016,
  "multiplicity": 1,
  "species": ["C", "C", "C", "C", "O", "O", "S", "H", "H", "H", "H", "H", "H"],
  "xyz": [[-0.437, -3.372, -0.030], [-0.341, -0.258, 0.237], [0.580, 2.064, -0.423], [-0.340, 0.951, -0.552], [-0.174, -3.708, 1.001], [-0.673, -2.997, -1.062], [0.746, -0.514, 1.564], [0.629, 2.535, 0.534], [0.065, 2.858, -1.030], [1.627, 1.921, -0.746], [-0.382, 0.557, -1.519], [-1.380, 1.438, -0.338], [0.079, -1.476, 2.362]]
}



Entry 2:
{
  "formula": "C4H6O2S",
  "method": "ωB97M-V/def2-TZVPD",
  "smiles": "O=CC1(O)CSC1",
  "orbital_gap_ev": 9.33,
  "e_above_lowest_kj_mol": 226.5,
  "energy_ha": -704.59325,
  "homo_energy_ev": -8.896,
  "multiplicity": 1,
  "species": ["O", "C", "C", "O", "C", "S", "C", "H", "H", "H", "H", "H", "H"],
  "xyz": [[1.493, -0.215, -1.832], [0.537, -0.720, -1.366], [-0.143, -0.248, -0.176], [-1.182, -1.162, -0.147], [0.649, -0.172, 1.265], [-0.009, 1.506, 1.621], [-0.419, 1.247, -0.128], [0.134, -1.823, -1.720], [-2.085, -0.741, 0.275], [1.789, -0.165, 1.238], [0.263, -0.953, 1.933], [0.404, 1.701, -0.815], [-1.433, 1.747, -0.149]]
}



Entry 3:
{
  "formula": "C4H6O2S",
  "method": "ωB97M-V/def2-TZVPD",
  "smiles": "COC(=S)CC=O",
  "orbital_gap_ev": 9.10,
  "e_above_lowest_kj_mol": 106.3,
  "energy_ha": -704.63903,
  "homo_energy_ev": -8.709,
  "multiplicity": 1,
  "species": ["C", "O", "C", "S", "C", "C", "O", "H", "H", "H", "H", "H", "H"],
  "xyz": [[0.367, 1.727, -0.236], [-0.905, 1.151, -0.544], [-1.247, -0.060, -0.146], [-2.712, -0.655, -0.545], [-0.260, -0.874, 0.655], [0.825, -1.529, -0.190], [1.140, -1.156, -1.292], [0.450, 1.890, 0.848], [0.393, 2.679, -0.785], [1.181, 1.094, -0.610], [-0.787, -1.652, 1.179], [0.232, -0.227, 1.404], [1.323, -2.388, 0.261]]
}



Entry 4:
{
  "formula": "C4H6O2S",
  "method": "ωB97M-V/def2-TZVPD",
  "s2": 2.0142,
  "orbital_gap_ev": [5.40, 6.70],
  "e_above_lowest_kj_mol": 580.9,
  "energy_ha": -704.33721,
  "homo_energy_ev": [-4.675, -9.910],
  "multiplicity": 3,
  "species": ["C", "C", "C", "C", "O", "O", "S", "H", "H", "H", "H", "H", "H"],
  "xyz": [[0.964, 0.684, 0.091], [-0.272, 0.891, -0.913], [0.762, -0.729, 0.521], [-0.596, -1.295, 0.274], [-2.244, 0.718, 0.900], [0.455, -1.599, -0.510], [-1.805, 0.035, -0.319], [1.961, 0.830, -0.402], [0.866, 1.522, 0.739], [-0.532, 1.966, -1.193], [-0.140, 0.333, -1.742], [1.509, -0.961, 1.219], [-0.928, -2.395, 1.334]]
}



Entry 5:
{
  "formula": "C4H6O2S2",
  "method": "ωB97M-V/def2-TZVPD",
  "s2": 2.0081,
  "orbital_gap_ev": [5.92, 7.13],
  "e_above_lowest_kj_mol": 260.8,
  "energy_ha": -1102.59380,
  "homo_energy_ev": [-5.889, -10.253],
  "multiplicity": 3,
  "species": ["C", "C", "C", "C", "O", "O", "S", "S", "H", "H", "H", "H", "H", "H"],
  "xyz": [[-0.550, -1.157, 0.088], [0.623, -0.681, 0.158], [-2.970, -0.501, -1.083], [2.695, 0.556, 1.176], [2.566, -0.108, -1.385], [2.981, -1.915, 0.308], [-2.185, -1.458, 0.351], [2.343, -0.696, -0.093], [-3.070, 0.623, -0.817], [-3.860, -1.105, -1.523], [-2.253, -0.515, -1.930], [3.765, 0.925, 1.048], [2.075, 1.342, 0.746], [2.600, 0.102, 2.212]]
}



Entry 6:
{
  "formula": "C4H6O2S3",
  "method": "ωB97M-V/def2-TZVPD",
  "orbital_gap_ev": [6.70, 7.72],
  "e_above_lowest_kj_mol": 177.4,
  "energy_ha": -1500.87389,
  "homo_energy_ev": [-7.332, -8.469],
  "multiplicity": 1,
  "species": ["C", "C", "C", "C", "O", "O", "S", "S", "S", "H", "H", "H", "H", "H", "H"],
  "xyz": [[1.772, 0.189, 0.403], [2.324, 0.787, 1.471], [0.357, 0.231, 0.288], [-2.102, -0.855, -0.890], [0.095, -0.447, -2.382], [-1.027, 1.517, -1.244], [1.190, 1.597, 2.562], [-0.458, 1.078, 1.521], [-0.630, 0.123, -1.274], [2.214, -0.186, -0.529], [3.400, 0.872, 1.752], [0.135, -1.790, 0.480], [-2.429, -0.500, 0.088], [-3.021, -0.723, -1.597], [-1.819, -1.893, -0.649]]
}



Entry 7:
{
  "formula": "C4H6O2Si",
  "method": "ωB97M-V/def2-TZVPD",
  "smiles": "O=CC(=O)[C@H]1C[SiH2]1",
  "orbital_gap_ev": 8.80,
  "e_above_lowest_kj_mol": 299.9,
  "energy_ha": -595.88942,
  "homo_energy_ev": -9.004,
  "multiplicity": 1,
  "species": ["O", "C", "C", "O", "C", "C", "Si", "H", "H", "H", "H", "H", "H"],
  "xyz": [[-2.148, -1.283, 0.100], [-2.207, -0.115, 0.079], [-0.933, 0.699, -0.042], [-0.767, 1.815, 0.479], [0.143, -0.159, -0.531], [1.557, 0.395, -0.642], [1.408, -0.514, 0.892], [-3.225, 0.398, 0.152], [-0.155, -0.954, -1.237], [2.063, -0.120, -1.453], [1.676, 1.415, -0.595], [1.508, -1.898, 0.899], [1.079, 0.321, 1.898]]
}



Entry 8:
{
  "formula": "C4H6O3Sn",
  "method": "ωB97M-V/def2-TZVPD",
  "s2": 0.7536,
  "orbital_gap_ev": [8.06, 7.91],
  "e_above_lowest_kj_mol": 56.8,
  "energy_ha": -595.67313,
  "homo_energy_ev": [-13.099, -14.247],
  "total_charge": 1,
  "multiplicity": 2,
  "species": ["O", "O", "O", "C", "C", "C", "H", "H", "H", "Sn", "C", "H", "H", "H"],
  "xyz": [[-0.801, 0.572, -1.370], [0.461, -0.725, -0.080], [-1.454, -0.047, 0.637], [1.619, 0.104, -0.238], [2.817, -0.693, 0.129], [-0.697, -0.218, -0.423], [3.651, -0.021, 0.366], [2.618, -1.343, 1.001], [3.141, -1.354, -0.696], [0.890, 1.821, -0.987], [-2.805, 0.390, 0.440], [-3.347, -0.130, -0.356], [-2.786, 1.455, 0.186], [-3.306, 0.190, 1.391]]
}



Entry 9:
{
  "formula": "C4H6O4",
  "method": "ωB97M-V/def2-TZVPD",
  "s2": 0.7545,
  "orbital_gap_ev": [6.82, 2.85],
  "e_above_lowest_kj_mol": 40.1,
  "energy_ha": -456.95335,
  "homo_energy_ev": [-3.703, -3.702],
  "total_charge": -1,
  "multiplicity": 2,
  "species": ["C", "C", "O", "O", "H", "H", "H", "C", "C", "O", "O", "H", "H", "H"],
  "xyz": [[-2.186, 1.192, -1.112], [-0.858, 2.004, -0.890], [-0.564, 2.520, 0.192], [-0.128, 2.162, -1.921], [-2.097, 0.341, -0.405], [-2.116, 0.723, -2.081], [-3.082, 1.769, -1.118], [1.228, -1.107, 0.697], [2.154, -2.053, 1.487], [2.179, -1.760, 2.750], [2.724, -3.028, 0.899], [1.668, -0.663, -0.141], [0.768, -0.348, 1.359], [0.311, -1.752, 0.284]]
}



Entry 10:
{
  "formula": "C4H6O4",
  "method": "ωB97M-V/def2-TZVPD",
  "orbital_gap_ev": 8.63,
  "e_above_lowest_kj_mol": 403.3,
  "energy_ha": -456.86730,
  "homo_energy_ev": -8.406,
  "multiplicity": 1,
  "species": ["C", "C", "C", "C", "O", "O", "O", "O", "H", "H", "H", "H", "H", "H"],
  "xyz": [[0.014, 0.504, -0.297], [-1.410, 0.120, -0.477], [0.906, -0.699, 0.041], [1.799, -0.647, 1.048], [0.632, 0.375, -1.550], [0.182, 1.669, 0.422], [-2.231, 0.173, 0.549], [-1.763, 0.006, -1.693], [0.536, 1.417, 1.294], [-3.113, -0.135, 0.281], [-0.491, 0.155, -2.196], [0.668, -1.637, -0.442], [2.157, -1.563, 1.493], [2.115, 0.263, 1.527]]
}



Entry 11:
{
  "formula": "C4H6O7Rb6S",
  "method": "ωB97M-V/def2-TZVPD",
  "s2": 0.7553,
  "orbital_gap_ev": [9.35, 6.03],
  "energy_ha": -1223.57497,
  "homo_energy_ev": [-23.363, -23.363],
  "total_charge": 5,
  "multiplicity": 2,
  "species": ["Rb", "Rb", "Rb", "Rb", "Rb", "Rb", "S", "O", "O", "O", "O", "C", "C", "C", "O", "C", "O", "O", "H", "H", "H", "H", "H", "H"],
  "xyz": [[2.132, 1.679, -3.310], [1.182, -1.046, -5.865], [-0.124, -4.524, -1.783], [-1.879, 2.167, -1.899], [-2.513, 1.479, -5.513], [-3.852, -2.061, -1.703], [-0.240, -0.668, -2.604], [-1.037, -1.699, -1.945], [0.841, -1.383, -3.282], [-1.161, 0.032, -3.519], [0.286, 0.226, -1.596], [1.055, -0.845, 1.609], [0.999, 0.373, 2.551], [0.039, 1.477, 2.104], [-0.345, 1.936, 3.324], [-0.282, 1.018, 4.295], [-0.513, 1.274, 5.496], [0.408, -0.015, 3.784], [1.759, -1.569, 2.018], [1.427, -0.487, 0.649], [0.074, -1.300, 1.467], [2.008, 0.774, 2.650], [-0.804, 0.975, 1.628], [0.539, 2.186, 1.443]]
}



Entry 12:
{
  "formula": "C4H6OS",
  "method": "ωB97M-V/def2-TZVPD",
  "smiles": "CC(=S)CC=O",
  "orbital_gap_ev": 8.50,
  "e_above_lowest_kj_mol": 165.8,
  "energy_ha": -629.38400,
  "homo_energy_ev": -8.803,
  "multiplicity": 1,
  "species": ["C", "C", "S", "C", "C", "O", "H", "H", "H", "H", "H", "H"],
  "xyz": [[0.640, -1.248, 0.677], [0.833, 0.009, -0.029], [2.202, 0.800, -0.025], [-0.306, 0.562, -0.868], [-1.270, 1.069, 0.089], [-2.046, 0.349, 0.653], [-0.303, -1.443, 1.033], [0.826, -1.997, -0.138], [1.439, -1.430, 1.396], [-0.875, -0.294, -1.327], [0.174, 1.414, -1.529], [-1.316, 2.209, 0.070]]
}



Entry 13:
{
  "formula": "C4H6OS",
  "method": "ωB97M-V/def2-TZVPD",
  "smiles": "C=C(C)SC=O",
  "orbital_gap_ev": 9.57,
  "e_above_lowest_kj_mol": 244.3,
  "energy_ha": -629.35410,
  "homo_energy_ev": -9.131,
  "multiplicity": 1,
  "species": ["C", "C", "C", "S", "C", "O", "H", "H", "H", "H", "H", "H"],
  "xyz": [[-1.693, -0.688, -0.488], [-0.574, -0.378, 0.057], [-0.362, 1.033, 0.522], [0.630, -1.661, 0.229], [2.135, -0.525, -0.012], [2.114, 0.583, -0.551], [-1.791, -1.674, -1.046], [-2.396, 0.065, -0.469], [0.403, 1.513, -0.059], [-0.199, 1.408, 1.649], [-1.190, 1.485, -0.094], [2.923, -1.160, 0.262]]
}



Entry 14:
{
  "formula": "C4H6OS",
  "method": "ωB97M-V/def2-TZVPD",
  "orbital_gap_ev": 8.76,
  "e_above_lowest_kj_mol": 597.6,
  "energy_ha": -629.21954,
  "homo_energy_ev": -9.099,
  "multiplicity": 1,
  "species": ["C", "C", "C", "C", "H", "H", "H", "H", "H", "H", "O", "S"],
  "xyz": [[-0.284, -1.378, 1.792], [-0.657, -0.864, 0.517], [0.177, 0.854, -1.066], [0.713, 2.114, -1.437], [-0.425, -2.660, 1.663], [-1.013, -0.962, 2.937], [0.826, -1.473, 1.725], [-0.199, 0.213, -2.181], [1.017, 2.270, -2.756], [1.285, 2.977, -0.821], [0.237, 0.252, 0.225], [-1.676, -1.344, -0.598]]
}



Entry 15:
{
  "formula": "C4H6OS",
  "method": "ωB97M-V/def2-TZVPD",
  "smiles": "C=C=C(C)OS",
  "orbital_gap_ev": 8.95,
  "e_above_lowest_kj_mol": 378.0,
  "energy_ha": -629.30318,
  "homo_energy_ev": -8.348,
  "multiplicity": 1,
  "species": ["C", "C", "C", "C", "O", "S", "H", "H", "H", "H", "H", "H"],
  "xyz": [[1.304, 0.637, 2.024], [0.753, 0.639, 0.842], [0.143, 0.329, -0.347], [-1.268, -0.231, -0.396], [0.539, 1.141, -1.376], [0.289, 0.891, -2.983], [1.217, 1.391, 2.828], [1.989, -0.177, 2.334], [-1.484, -0.567, -1.410], [-1.476, -1.098, 0.165], [-1.870, 0.512, 0.046], [1.695, 0.772, -3.179]]
}



Entry 16:
{
  "formula": "C4H6OS",
  "method": "ωB97M-V/def2-TZVPD",
  "smiles": "CC(=S)CC=O",
  "orbital_gap_ev": 8.62,
  "e_above_lowest_kj_mol": 156.5,
  "energy_ha": -629.38758,
  "homo_energy_ev": -8.734,
  "multiplicity": 1,
  "species": ["C", "C", "S", "C", "C", "O", "H", "H", "H", "H", "H", "H"],
  "xyz": [[-0.780, -1.011, -1.058], [-0.518, -0.204, 0.199], [-1.665, 0.575, 0.997], [0.955, -0.106, 0.772], [2.034, 0.056, -0.332], [1.716, 0.289, -1.490], [-0.557, -0.469, -1.980], [-1.821, -1.113, -1.068], [-0.159, -1.884, -0.955], [1.215, -0.979, 1.291], [0.964, 0.784, 1.357], [3.124, -0.260, -0.153]]
}



Entry 17:
{
  "formula": "C4H6OS",
  "method": "ωB97M-V/def2-TZVPD",
  "smiles": "C1SC[C@H]2O[C@H]12",
  "orbital_gap_ev": 9.40,
  "e_above_lowest_kj_mol": 614.3,
  "energy_ha": -629.21319,
  "homo_energy_ev": -8.841,
  "multiplicity": 1,
  "species": ["C", "S", "C", "C", "O", "C", "H", "H", "H", "H", "H", "H"],
  "xyz": [[1.043, 0.941, -0.104], [-0.432, 1.273, 0.797], [-1.061, -0.590, 0.619], [-0.038, -1.279, 0.013], [0.500, -1.648, -1.273], [0.472, -0.177, -0.966], [1.804, 0.620, 0.621], [1.495, 1.831, -0.654], [-1.412, -1.199, 1.488], [-1.763, -0.543, -0.468], [0.647, -1.406, 0.701], [-0.338, 0.146, -1.632]]
}



Entry 18:
{
  "formula": "C4H6OS",
  "method": "ωB97M-V/def2-TZVPD",
  "smiles": "C[C@@H]1OC=CS1",
  "orbital_gap_ev": 8.64,
  "e_above_lowest_kj_mol": 154.5,
  "energy_ha": -629.38834,
  "homo_energy_ev": -7.692,
  "multiplicity": 1,
  "species": ["C", "C", "O", "C", "C", "S", "H", "H", "H", "H", "H", "H"],
  "xyz": [[-1.867, -0.265, -0.234], [-0.454, -0.247, 0.369], [0.158, 1.026, 0.018], [1.494, 0.932, 0.010], [2.034, -0.283, -0.174], [0.817, -1.530, 0.030], [-2.309, -1.234, -0.304], [-1.814, 0.071, -1.274], [-2.671, 0.307, 0.384], [-0.554, -0.268, 1.472], [2.066, 1.860, 0.083], [3.099, -0.369, -0.380]]
}